1.
ORCA calculation (wB97M-V/def2-TZVPD) on a 9-piece molecular cluster, C24H42F3N3O21S3 overall in a non-equilibrium geometry.

Results
Energy relative to the best compared isomer or geometry (same formula, charge and spin)   0.0 kJ/mol
SMILES string   O=C1OC[C@@H](F)O1.O=C1OC[C@@H](F)O1.O=C1OC[C@@H](F)O1.C[N+](=O)[O-].C[N+](=O)[O-].C[N+](=O)[O-].O=S1(=O)CCCC1.O=S1(=O)CCCC1.O=S1(=O)CCCC1
Electronic energy   -113685.731 eV

The geometry in ORCA input format:
```
! wB97M-V def2-TZVPD RIJCOSX def2/J DEFGRID3
* xyz 0 1
S -4.658 -0.287 -2.216
S -1.436 -2.049 1.607
S 4.929 -2.219 1.900
F -3.684 -4.871 -3.936
F 4.376 3.951 -0.702
F 1.391 -1.086 -2.249
O 4.035 -2.941 -2.245
O -0.317 2.106 0.968
O -0.598 -2.410 0.457
O 2.234 -3.312 -3.407
O 6.282 -1.655 1.813
O 1.539 6.236 -1.186
O 1.369 2.732 -3.111
O 4.725 2.496 0.979
O -3.388 -1.010 -2.181
O -3.462 -5.475 -0.076
O -4.016 -4.106 -1.834
O 4.634 -3.615 1.697
O 0.541 7.899 -2.126
O -2.388 -0.942 1.524
O 1.531 1.083 -1.632
O 5.687 2.587 3.041
O -1.977 -4.889 -1.633
O -0.345 1.268 -2.787
O -5.879 -0.849 -2.762
O 3.955 3.860 2.529
O 0.933 1.977 2.706
N 0.619 6.720 -1.825
N -0.155 2.135 2.174
N 3.368 -2.914 -3.264
C 0.837 -0.143 -1.427
C 3.375 4.335 1.333
C -4.635 1.807 -0.581
C -2.330 -3.424 2.372
C 4.059 -2.407 -4.479
C 3.754 3.258 0.293
C -3.427 -3.850 -3.072
C -1.931 -3.905 -2.663
C 4.867 2.969 2.240
C 2.707 -0.728 1.755
C -2.035 -3.284 3.885
C -0.545 0.169 -1.900
C 0.848 1.798 -2.552
C -5.045 0.339 -0.531
C -1.354 -1.940 4.209
C 3.849 -1.154 0.829
C -1.312 2.355 3.066
C -4.978 2.358 -1.997
C 4.212 -1.654 3.468
C -4.359 1.352 -2.978
C -0.377 -1.756 3.072
C -0.459 5.799 -2.288
C 3.266 -0.522 3.166
C -3.196 -4.874 -1.078
H 0.349 -2.571 3.109
H 1.895 -1.456 1.702
H 4.152 -1.330 -4.354
H 3.644 -2.487 3.883
H 5.034 -1.390 4.129
H 0.143 -0.813 2.915
H -1.159 -0.671 -2.208
H 2.304 0.181 1.304
H 3.846 5.295 1.121
H 3.671 0.482 3.311
H -5.207 2.309 0.200
H -2.202 2.076 2.508
H -1.550 -3.005 -2.185
H -3.662 -2.919 -3.576
H -6.058 2.504 -1.996
H 2.301 4.514 1.290
H -1.294 3.395 3.380
H -1.324 -4.054 4.197
H 3.561 -1.755 -0.031
H -3.360 -3.390 2.029
H -4.548 3.333 -2.228
H 0.935 -0.484 -0.401
H -4.683 1.333 -4.015
H -1.304 -4.289 -3.464
H 3.553 -2.689 -5.396
H -3.576 1.949 -0.356
H -0.915 -1.997 5.206
H -6.116 0.197 -0.399
H -2.880 -3.557 4.519
H 2.504 -0.460 3.950
H -1.083 0.620 -1.059
H -2.077 -1.125 4.294
H 5.073 -2.803 -4.474
H -1.856 -4.378 2.147
H -4.486 -0.330 0.122
H -1.207 1.676 3.907
H 4.374 -0.227 0.604
H -3.278 1.473 -2.906
H 0.031 4.847 -2.481
H -1.101 5.702 -1.413
H 2.906 2.723 -0.130
H -0.980 6.254 -3.122
*
```

So, what does the Mulliken scheme give us? The charges, in e, come out as: number 1, S, carries 0.959; number 2, S, carries 1.668; number 3, S, carries 1.169; number 4, F, carries -0.337; number 5, F, carries -0.347; number 6, F, carries -0.262; number 7, O, carries -0.539; number 8, O, carries -0.371; number 9, O, carries -0.729; number 10, O, carries -0.503; number 11, O, carries -0.681; number 12, O, carries -0.535; number 13, O, carries -0.618; number 14, O, carries -0.334; number 15, O, carries -0.307; number 16, O, carries -0.584; number 17, O, carries -0.298; number 18, O, carries -0.670; number 19, O, carries -0.540; number 20, O, carries -0.806; number 21, O, carries -0.131; number 22, O, carries -0.574; number 23, O, carries -0.347; number 24, O, carries -0.393; number 25, O, carries -0.761; number 26, O, carries -0.353; number 27, O, carries -0.515; number 28, N, carries 0.931; number 29, N, carries 0.892; number 30, N, carries 0.960; number 31, C, carries 1.281; number 32, C, carries -0.414; number 33, C, carries -0.214; number 34, C, carries -0.649; number 35, C, carries -0.813; number 36, C, carries 1.128; number 37, C, carries 0.497; number 38, C, carries 0.306; number 39, C, carries 0.608; number 40, C, carries 0.547; number 41, C, carries -0.978; number 42, C, carries 0.469; number 43, C, carries 0.525; number 44, C, carries -0.510; number 45, C, carries -0.750; number 46, C, carries -0.830; number 47, C, carries -0.849; number 48, C, carries -0.778; number 49, C, carries -0.890; number 50, C, carries -0.501; number 51, C, carries -0.097; number 52, C, carries -0.511; number 53, C, carries -0.417; number 54, C, carries 0.617; number 55, H, carries 0.314; number 56, H, carries -0.202; number 57, H, carries 0.283; number 58, H, carries 0.361; number 59, H, carries 0.446; number 60, H, carries -0.263; number 61, H, carries 0.035; number 62, H, carries -0.034; number 63, H, carries 0.325; number 64, H, carries 0.068; number 65, H, carries 0.406; number 66, H, carries 0.211; number 67, H, carries -0.421; number 68, H, carries 0.189; number 69, H, carries 0.327; number 70, H, carries 0.231; number 71, H, carries 0.337; number 72, H, carries 0.359; number 73, H, carries 0.427; number 74, H, carries 0.567; number 75, H, carries 0.397; number 76, H, carries -0.817; number 77, H, carries 0.490; number 78, H, carries 0.317; number 79, H, carries 0.293; number 80, H, carries -0.025; number 81, H, carries 0.395; number 82, H, carries 0.426; number 83, H, carries 0.371; number 84, H, carries 0.341; number 85, H, carries -0.097; number 86, H, carries 0.314; number 87, H, carries 0.317; number 88, H, carries 0.275; number 89, H, carries 0.058; number 90, H, carries 0.294; number 91, H, carries 0.355; number 92, H, carries 0.070; number 93, H, carries 0.086; number 94, H, carries 0.274; number 95, H, carries -0.225; number 96, H, carries 0.305

***

2.
ORCA calculation (wB97M-V/def2-TZVPD) on C31H24Br2KN5O5S as an isolated structure in a non-equilibrium geometry.

Results
Electronic energy   -217472.699 eV

The geometry in ORCA input format:
```
! wB97M-V def2-TZVPD RIJCOSX def2/J DEFGRID3
* xyz -2 1
Br -0.201 -5.086 -4.032
Br -3.142 0.727 -3.899
K -0.515 0.424 0.936
S -1.072 3.956 1.726
O -2.173 0.080 -1.047
O -0.467 5.250 2.001
O 2.015 0.059 -1.685
O -2.508 3.905 1.953
O -2.662 -3.074 -0.286
N -1.695 -3.340 -2.356
N -0.117 -0.747 -1.500
N -0.282 2.747 2.373
N 0.183 -2.981 0.632
N 1.354 0.798 3.212
C 1.207 -1.364 -3.404
C 0.467 2.754 -1.849
C 1.136 1.476 5.529
C 0.022 -2.147 -3.885
C 1.416 -3.448 0.852
C 0.312 2.955 -0.486
C -0.082 2.662 3.707
C -0.488 3.209 -2.751
C 2.068 0.472 5.877
C 2.216 -3.967 -0.162
C -1.655 -0.339 -3.324
C -2.923 -3.471 -3.096
C -1.614 3.859 -2.253
C 0.546 2.334 6.486
C 0.815 1.612 4.156
C -1.128 -1.202 -4.186
C -0.238 -3.021 -0.618
C 1.884 -3.476 2.284
C -0.382 -3.369 -2.926
C -1.784 4.055 -0.891
C -0.299 2.975 -4.225
C 1.745 -3.999 -1.475
C 2.629 -0.308 4.908
C -0.816 3.606 -0.003
C -0.319 3.305 6.050
C -1.290 -0.266 -1.865
C 2.232 -0.102 3.571
C 0.485 -3.513 -1.699
C -0.632 3.479 4.696
C 1.110 -0.624 -2.235
C -1.688 -3.094 -0.997
H -0.778 3.972 6.772
H -1.248 3.035 -4.758
H -1.308 4.269 4.403
H 1.316 2.170 -2.186
H 1.063 2.552 0.182
H 0.791 2.216 7.535
H 1.236 -2.855 2.899
H 3.200 -4.349 0.078
H -2.390 4.180 -2.939
H 2.340 -4.407 -2.282
H -3.178 -4.525 -3.249
H 0.132 1.988 -4.401
H 2.651 -0.709 2.775
H 2.332 0.343 6.922
H 0.383 3.718 -4.650
H -1.517 -1.212 -5.200
H 1.847 -4.498 2.672
H -3.711 -2.985 -2.524
H -2.678 4.523 -0.503
H 3.355 -1.077 5.145
H -2.840 -2.987 -4.066
H 2.914 -3.126 2.375
H 0.289 -2.607 -4.835
H 2.127 -1.390 -3.975
*
```

So, what does the Mulliken scheme give us? The charges, in e, come out as: number 1, Br, carries -0.243; number 2, Br, carries -0.222; number 3, K, carries 0.710; number 4, S, carries 1.093; number 5, O, carries -1.025; number 6, O, carries -0.746; number 7, O, carries -0.926; number 8, O, carries -0.722; number 9, O, carries -0.721; number 10, N, carries 0.374; number 11, N, carries 0.309; number 12, N, carries -0.075; number 13, N, carries -0.662; number 14, N, carries -0.102; number 15, C, carries -2.040; number 16, C, carries -0.311; number 17, C, carries 1.186; number 18, C, carries 0.923; number 19, C, carries 0.712; number 20, C, carries -0.619; number 21, C, carries 0.100; number 22, C, carries 0.810; number 23, C, carries -0.666; number 24, C, carries -0.898; number 25, C, carries 0.371; number 26, C, carries -1.154; number 27, C, carries -0.604; number 28, C, carries -0.902; number 29, C, carries 0.193; number 30, C, carries -1.749; number 31, C, carries 1.002; number 32, C, carries -1.412; number 33, C, carries 0.091; number 34, C, carries -0.646; number 35, C, carries -1.440; number 36, C, carries -0.834; number 37, C, carries -0.720; number 38, C, carries -0.045; number 39, C, carries -0.773; number 40, C, carries 1.284; number 41, C, carries -0.453; number 42, C, carries 0.238; number 43, C, carries -0.673; number 44, C, carries 0.516; number 45, C, carries 0.119; number 46, H, carries 0.342; number 47, H, carries 0.318; number 48, H, carries 0.418; number 49, H, carries 0.376; number 50, H, carries 0.566; number 51, H, carries 0.313; number 52, H, carries 0.311; number 53, H, carries 0.354; number 54, H, carries 0.299; number 55, H, carries 0.441; number 56, H, carries 0.291; number 57, H, carries 0.208; number 58, H, carries 0.682; number 59, H, carries 0.359; number 60, H, carries 0.382; number 61, H, carries 0.405; number 62, H, carries 0.359; number 63, H, carries 0.364; number 64, H, carries 0.406; number 65, H, carries 0.366; number 66, H, carries 0.405; number 67, H, carries 0.381; number 68, H, carries 0.918; number 69, H, carries 0.091

***

3.
ORCA calculation (wB97M-V/def2-TZVPD) on C20H26IrN6O2S as an isolated structure.

Results
Energy relative to the best compared isomer or geometry (same formula, charge and spin)   0.0 kJ/mol
Electronic energy   -47847.189 eV

The geometry in ORCA input format:
```
! wB97M-V def2-TZVPD RIJCOSX def2/J DEFGRID3
* xyz 3 1
Ir 0.210 -1.386 0.498
S 0.540 -1.090 2.729
O 0.388 -3.435 0.779
O -0.621 0.335 0.154
N 2.158 -1.351 0.050
N -0.890 -2.851 4.125
N 1.479 -4.209 -1.052
N -0.609 3.708 -0.496
N -1.077 2.432 -0.677
N -2.086 -1.080 3.264
C 0.912 -4.386 0.135
C -4.868 1.607 -2.255
C 0.896 -5.752 0.729
C 4.795 -1.195 -0.751
C 4.361 -0.513 0.375
C -2.379 2.155 -1.220
C -3.484 2.822 -0.709
C -4.734 2.547 -1.242
C 0.467 3.675 0.299
C 2.572 -2.032 -1.042
C 3.884 -1.963 -1.462
C 1.552 -2.919 -1.719
C -0.963 -1.747 3.422
C -2.494 1.219 -2.236
C -3.753 0.942 -2.748
C -0.307 1.607 0.070
C -1.007 4.817 -1.370
C 0.680 2.358 0.694
C 3.037 -0.605 0.745
C 1.238 4.903 0.616
H 1.800 -3.079 -2.766
H -1.213 5.691 -0.757
H -2.958 -1.370 3.689
H -2.073 -0.196 2.779
H 1.051 -6.529 -0.017
H 2.098 4.659 1.234
H -3.374 3.541 0.094
H 5.826 -1.131 -1.073
H 0.617 5.618 1.158
H -5.845 1.399 -2.670
H -1.674 -3.220 4.650
H 2.660 -0.076 1.607
H 4.187 -2.512 -2.344
H 1.593 5.390 -0.293
H 1.919 -5.005 -1.491
H -1.904 4.539 -1.910
H 1.693 -5.816 1.474
H -0.055 -5.913 1.231
H 0.002 -3.313 4.225
H -0.206 5.030 -2.075
H 0.553 -2.460 -1.718
H -5.603 3.068 -0.864
H -1.611 0.746 -2.645
H 1.445 2.006 1.363
H -3.860 0.227 -3.552
H 5.033 0.094 0.964
*
```

So, what does the Mulliken scheme give us? The charges, in e, come out as: number 1, Ir, carries 2.021; number 2, S, carries -0.400; number 3, O, carries -0.868; number 4, O, carries -0.751; number 5, N, carries -0.439; number 6, N, carries -0.350; number 7, N, carries 0.047; number 8, N, carries 0.062; number 9, N, carries 0.468; number 10, N, carries -0.330; number 11, C, carries 0.918; number 12, C, carries -0.513; number 13, C, carries -1.191; number 14, C, carries -0.418; number 15, C, carries -1.019; number 16, C, carries -0.041; number 17, C, carries 0.155; number 18, C, carries -0.743; number 19, C, carries 0.417; number 20, C, carries 1.236; number 21, C, carries -0.805; number 22, C, carries -1.707; number 23, C, carries 0.748; number 24, C, carries -0.389; number 25, C, carries -0.774; number 26, C, carries 0.951; number 27, C, carries -0.987; number 28, C, carries -0.849; number 29, C, carries 0.063; number 30, C, carries -1.490; number 31, H, carries 0.597; number 32, H, carries 0.363; number 33, H, carries 0.238; number 34, H, carries 0.176; number 35, H, carries 0.405; number 36, H, carries 0.379; number 37, H, carries 0.523; number 38, H, carries 0.464; number 39, H, carries 0.349; number 40, H, carries 0.450; number 41, H, carries 0.245; number 42, H, carries 0.453; number 43, H, carries 0.512; number 44, H, carries 0.387; number 45, H, carries 0.298; number 46, H, carries 0.411; number 47, H, carries 0.301; number 48, H, carries 0.346; number 49, H, carries 0.238; number 50, H, carries 0.379; number 51, H, carries 0.235; number 52, H, carries 0.429; number 53, H, carries 0.522; number 54, H, carries 0.378; number 55, H, carries 0.415; number 56, H, carries 0.479

***

What LUMO values result from the calculations? In sequence: -0.910; 4.033; -10.484 eV.
What gap between HOMO and LUMO values result from the calculations? In sequence: 9.00; 5.12; 6.09 eV.